No. 1
The following is a DFT calculation (ωB97M-V/def2-TZVPD) of a single C3H6ClFO molecule at a distorted geometry.

The geometry in XYZ format:
```
12
Properties=species:S:1:pos:R:3:forces:R:3
O -1.11349 1.49280 1.41019 1.4 1.2 -0.6
C -0.75337 0.20678 0.93322 -0.8 2.2 -2.5
C 0.21334 0.31450 -0.31318 -1.8 -2.1 -1.9
Cl 1.69048 1.16212 0.15990 0.0 0.2 0.0
C 0.62340 -1.07236 -0.98772 1.0 -0.7 2.2
F -0.45279 -1.56368 -1.69548 0.0 0.5 -0.5
H -0.36565 2.10967 1.16211 -1.2 -0.9 0.7
H -0.26912 -0.33117 1.64134 2.0 -1.6 2.4
H -1.71507 -0.28434 0.84601 0.0 -0.4 -1.1
H -0.23810 0.76059 -1.27824 0.4 0.2 2.0
H 0.84914 -1.96324 -0.25786 0.0 2.0 -1.0
H 1.53124 -0.83166 -1.62028 -1.2 -0.6 0.3
```
Positions in Å, forces in eV/Å.

Results
E_HOMO ... -0.3892 Ha
Energy relative to the best compared isomer or geometry (same formula, charge and spin) ... 26.5 kcal/mol
Frontier orbital gap ... 11.429 eV
SMILES ... OC[C@@H](Cl)CF
Max |F| ... 0.0680 hartree/bohr
Charge ... 0
E_LUMO ... 0.84 eV
M ... 112.53 g mol⁻¹

***

No. 2
The following is a DFT calculation (ωB97M-V/def2-TZVPD) of a single C3H6ClN molecule at a distorted geometry.

The geometry in XYZ format:
```
11
Properties=species:S:1:pos:R:3:forces:R:3
N 1.67993 -1.09485 0.17483 0.4 -1.8 0.6
C 1.21910 0.12325 -0.32068 -0.8 1.6 -1.6
C 0.67487 1.27009 0.48904 0.5 -1.2 2.7
C -0.21654 0.59070 -0.43976 -0.9 -0.4 -0.7
Cl -1.62236 -0.34624 0.05514 0.3 -0.1 0.2
H 2.00843 -1.78871 -0.51373 -0.3 1.0 0.1
H 0.95217 -1.58434 0.68268 0.0 0.1 0.2
H 1.72446 0.53870 -1.17996 0.6 -0.6 -0.1
H 0.56200 1.05396 1.58570 0.1 0.5 -1.2
H 0.98419 2.23165 0.17678 0.3 1.0 0.3
H -0.47531 1.19452 -1.28423 -0.2 -0.1 -0.5
```
Positions in Å, forces in eV/Å.

Results
E_HOMO ... -0.3252 Ha
Energy relative to the best compared isomer or geometry (same formula, charge and spin) ... 11.8 kcal/mol
Frontier orbital gap ... 9.828 eV
SMILES ... N[C@@H]1C[C@@H]1Cl
Max |F| ... 0.0586 hartree/bohr
Charge ... 0
E_LUMO ... 0.98 eV
M ... 91.54 g mol⁻¹

***

No. 3
The following is a DFT calculation (ωB97M-V/def2-TZVPD) of 3 unconnected molecules or ions with the total composition C3H6ClN2 at a distorted geometry.

The geometry in XYZ format:
```
12
Properties=species:S:1:pos:R:3:forces:R:3
C 0.20008 2.37332 0.91919 0.0 1.0 -0.1
C 2.75391 0.14511 -1.86156 -2.4 0.1 -10.8
C 3.22042 0.06933 -0.75444 0.4 0.4 10.3
N -0.14515 1.31351 0.92125 -1.1 -2.0 0.7
N 0.20359 -1.03186 0.20848 0.4 -2.1 0.5
Cl 4.27693 -0.21224 0.49442 1.0 -0.4 -1.0
H 0.33181 3.36664 0.79408 0.8 2.8 -0.1
H 2.06528 0.33903 -2.71850 0.9 -0.2 1.5
H -0.15183 -0.15147 0.68743 1.0 0.0 -0.3
H -0.43151 -1.09732 -0.59346 0.1 -0.8 0.2
H 0.07029 -1.81549 0.95110 0.5 1.2 -2.2
H 1.20837 -0.95132 -0.19665 -1.5 0.0 1.2
```
Positions in Å, forces in eV/Å.

Results
E_HOMO (spin up / spin down) ... -0.3406 / -0.5202 Ha
Energy relative to the best compared isomer or geometry (same formula, charge and spin) ... 88.9 kcal/mol
Frontier orbital gap (spin up / spin down) ... 6.036 / 7.279 eV
Max |F| ... 0.2148 hartree/bohr
Charge ... +1
Spin multiplicity ... 3
E_LUMO (spin up / spin down) ... -3.23 / -6.88 eV
M ... 105.55 g mol⁻¹

***

No. 4
The following is a DFT calculation (ωB97M-V/def2-TZVPD) of a molecular structure, C3H6ClN2O at a distorted geometry.

The geometry in XYZ format:
```
13
Properties=species:S:1:pos:R:3:forces:R:3
C -0.26664 1.50502 -0.35591 1.9 0.0 -0.5
C -0.16469 -0.05111 -0.56551 -2.8 3.1 5.1
C -1.83800 0.24650 0.52863 3.5 -1.6 0.1
N -1.41351 1.64072 0.28739 -3.4 -4.1 1.7
N 1.11441 -0.61426 -0.02908 -3.7 -1.4 -0.3
O 0.54181 2.35612 -0.56162 0.9 0.0 -0.7
Cl -3.18724 -0.41099 -0.29865 -0.3 0.4 -0.2
H -0.57729 -0.34175 -1.45017 -0.3 -1.4 -2.5
H -1.80357 -0.26802 1.58572 0.3 1.6 -2.0
H -2.18601 2.25084 0.39528 0.1 1.8 -0.3
H 0.97940 -0.76193 0.97391 1.1 1.6 0.4
H 1.76056 -0.05683 -0.52191 2.3 1.0 0.5
H 1.18828 -1.58510 -0.25587 0.4 -0.9 -1.3
```
Positions in Å, forces in eV/Å.

Results
E_HOMO ... -0.5243 Ha
Energy relative to the best compared isomer or geometry (same formula, charge and spin) ... 89.1 kcal/mol
Frontier orbital gap ... 10.221 eV
Max |F| ... 0.1289 hartree/bohr
Charge ... +1
E_LUMO ... -4.05 eV
M ... 121.55 g mol⁻¹

***

No. 5
The following is a DFT calculation (ωB97M-V/def2-TZVPD) of 2 unconnected molecules or ions with the total composition C3H6ClNO4 at a distorted geometry.

The geometry in XYZ format:
```
15
Properties=species:S:1:pos:R:3:forces:R:3
O -1.97857 3.59667 -1.81093 -2.8 3.4 -0.5
N -1.41689 2.59847 -1.77630 3.9 -1.7 1.0
O -1.75678 1.48129 -1.62982 -2.2 -2.4 -0.2
O -0.05745 2.73965 -1.79642 1.9 0.3 -0.4
H 0.37885 1.86909 -1.53991 -1.2 0.8 -0.2
C 1.30332 -2.03648 1.40631 -2.7 1.4 -1.2
C 0.03122 -1.45033 0.63504 0.5 -2.8 0.5
C 0.03238 -0.03216 0.40907 -1.3 1.1 0.4
O 0.46861 0.48573 -0.54979 1.6 0.5 -1.0
Cl -0.93986 0.94851 1.52077 0.2 0.0 0.4
H 2.16810 -1.98209 0.83738 1.8 1.4 -1.3
H 1.38219 -1.49288 2.31407 0.3 -0.5 1.2
H 1.23763 -3.08044 1.31691 -0.8 -1.6 1.4
H 0.10422 -1.85442 -0.36404 -0.1 -0.2 -0.4
H -0.95698 -1.79060 1.02766 1.0 0.3 0.2
```
Positions in Å, forces in eV/Å.

Results
E_HOMO ... -0.4141 Ha
Energy relative to the best compared isomer or geometry (same formula, charge and spin) ... 72.4 kcal/mol
Frontier orbital gap ... 11.525 eV
SMILES ... O=[N+]([O-])O.CCC(=O)Cl
Max |F| ... 0.0860 hartree/bohr
Charge ... 0
E_LUMO ... 0.26 eV
M ... 155.54 g mol⁻¹

***

No. 6
The following is a DFT calculation (ωB97M-V/def2-TZVPD) of a single C3H6ClNOS molecule at a distorted geometry.

The geometry in XYZ format:
```
13
Properties=species:S:1:pos:R:3:forces:R:3
C -0.47591 -2.30630 0.32164 1.6 -0.4 -1.0
O -0.71995 -0.97615 -0.12110 -1.3 -1.1 -0.7
C -0.09582 0.05283 0.39341 1.3 -1.3 0.5
C 1.29589 -0.07149 0.95619 -0.9 -2.7 -0.4
Cl 2.28435 -0.44703 -0.46340 0.8 -0.4 -0.2
N -0.48087 1.20947 0.27675 -3.0 4.1 -0.6
S -2.08364 1.75063 -0.37177 1.2 -2.6 -1.0
H -0.27825 -2.24540 1.42793 -0.1 -0.8 -1.2
H 0.39427 -2.73486 -0.35736 -1.4 0.7 1.9
H -1.37486 -2.88438 0.04662 0.4 0.3 0.5
H 1.60295 0.83338 1.29960 0.7 2.6 0.9
H 1.43362 -0.79692 1.77434 -0.1 -0.1 -0.6
H -2.49274 0.71028 -1.36089 0.9 1.6 1.9
```
Positions in Å, forces in eV/Å.

Results
E_HOMO ... -0.3244 Ha
Energy relative to the best compared isomer or geometry (same formula, charge and spin) ... 44.3 kcal/mol
Frontier orbital gap ... 9.562 eV
SMILES ... CO/C(CCl)=N\S
Max |F| ... 0.0992 hartree/bohr
Charge ... 0
E_LUMO ... 0.73 eV
M ... 139.61 g mol⁻¹

***

Copy entry 1 word for word.
The following is a DFT calculation (ωB97M-V/def2-TZVPD) of a single C3H6ClFO molecule at a distorted geometry.

The geometry in XYZ format:
```
12
Properties=species:S:1:pos:R:3:forces:R:3
O -1.11349 1.49280 1.41019 1.4 1.2 -0.6
C -0.75337 0.20678 0.93322 -0.8 2.2 -2.5
C 0.21334 0.31450 -0.31318 -1.8 -2.1 -1.9
Cl 1.69048 1.16212 0.15990 0.0 0.2 0.0
C 0.62340 -1.07236 -0.98772 1.0 -0.7 2.2
F -0.45279 -1.56368 -1.69548 0.0 0.5 -0.5
H -0.36565 2.10967 1.16211 -1.2 -0.9 0.7
H -0.26912 -0.33117 1.64134 2.0 -1.6 2.4
H -1.71507 -0.28434 0.84601 0.0 -0.4 -1.1
H -0.23810 0.76059 -1.27824 0.4 0.2 2.0
H 0.84914 -1.96324 -0.25786 0.0 2.0 -1.0
H 1.53124 -0.83166 -1.62028 -1.2 -0.6 0.3
```
Positions in Å, forces in eV/Å.

Results
E_HOMO ... -0.3892 Ha
Energy relative to the best compared isomer or geometry (same formula, charge and spin) ... 26.5 kcal/mol
Frontier orbital gap ... 11.429 eV
SMILES ... OC[C@@H](Cl)CF
Max |F| ... 0.0680 hartree/bohr
Charge ... 0
E_LUMO ... 0.84 eV
M ... 112.53 g mol⁻¹